This record from the Open Molecules 2025 dataset describes a structure of composition C15H27N3O8P2RuS. The level of theory is the ωB97M-V functional and the def2-TZVPD basis.

## Properties
Expectation value of S² = 8.762
Spin multiplicity = 6
HOMO-LUMO gap (spin up / spin down) = 0.3100 / 0.2500 Ha
Net charge = +1

Element x y z (Å)
Ru (-0.083, -0.290, 0.318)
C (4.293, 0.404, 0.913)
C (2.874, 0.094, 1.282)
O (2.102, -0.167, 0.343)
C (2.464, 0.085, 2.681)
C (3.436, 0.326, 3.674)
C (3.124, 0.309, 5.013)
C (1.811, 0.047, 5.407)
C (0.829, -0.193, 4.475)
C (1.132, -0.180, 3.105)
O (0.143, -0.420, 2.270)
H (4.375, 0.424, -0.169)
H (4.967, -0.354, 1.314)
H (4.598, 1.367, 1.321)
H (4.454, 0.526, 3.376)
H (3.889, 0.494, 5.753)
H (1.559, 0.033, 6.459)
H (-0.189, -0.399, 4.769)
N (-2.547, 3.237, 0.261)
C (-2.191, 2.552, -1.038)
C (-2.748, 3.379, -2.184)
P (-3.083, 0.923, -0.851)
O (-3.351, 0.417, -2.349)
O (-4.323, 1.303, -0.135)
O (-2.138, -0.093, -0.252)
P (-0.346, 2.441, -1.042)
O (-0.076, 1.067, -1.896)
O (0.273, 3.600, -1.686)
O (-0.071, 1.972, 0.379)
H (-3.500, 2.894, 0.509)
H (-2.530, 4.253, 0.165)
H (-1.868, 2.951, 0.981)
H (-3.830, 3.502, -2.094)
H (-2.538, 2.883, -3.130)
H (-2.261, 4.354, -2.217)
H (-4.212, 0.712, -2.672)
H (0.340, 1.250, -2.748)
C (-3.162, -4.647, -0.622)
C (-3.082, -3.143, -0.807)
N (-2.178, -2.775, -1.898)
C (-0.884, -2.547, -1.781)
S (-0.070, -2.711, -0.261)
N (-0.167, -2.184, -2.850)
C (-0.661, -2.124, -4.219)
C (-0.851, -3.493, -4.857)
H (-3.843, -4.883, 0.194)
H (-2.183, -5.057, -0.375)
H (-3.529, -5.141, -1.521)
H (-2.737, -2.640, 0.093)
H (-4.053, -2.719, -1.065)
H (-2.597, -2.646, -2.807)
H (0.829, -2.162, -2.696)
H (0.065, -1.539, -4.783)
H (-1.585, -1.536, -4.230)
H (0.091, -4.040, -4.877)
H (-1.200, -3.380, -5.882)
H (-1.578, -4.099, -4.318)

---

This record from the Open Molecules 2025 dataset describes an isolated molecule of C15H27NO2S2. The level of theory is the ωB97M-V functional and the def2-TZVPD basis.

## Properties
HOMO-LUMO gap = 0.3537 Ha
SMILES = COCCCCCCCCC[C@@H]1OC[C@@H](S)[C@@H]1N=C=S

Element x y z (Å)
C (5.296, -2.401, 0.712)
O (5.870, -1.111, 0.728)
C (5.394, -0.285, -0.315)
C (3.893, 0.017, -0.237)
C (3.536, 1.496, -0.498)
C (2.472, 2.069, 0.458)
C (1.175, 2.417, -0.276)
C (-0.054, 2.473, 0.657)
C (-0.874, 1.187, 0.566)
C (-2.305, 1.317, 1.122)
C (-3.384, 1.254, 0.039)
C (-3.870, -0.114, -0.376)
O (-4.794, -0.710, 0.510)
C (-5.073, -1.988, -0.003)
C (-3.964, -2.368, -1.011)
S (-4.606, -2.399, -2.738)
C (-2.945, -1.201, -0.874)
N (-1.827, -1.651, 0.007)
C (-1.960, -1.894, 1.210)
S (-2.080, -2.270, 2.723)
H (5.961, -3.066, 1.248)
H (5.155, -2.762, -0.305)
H (4.337, -2.395, 1.225)
H (5.959, 0.635, -0.244)
H (5.606, -0.773, -1.268)
H (3.502, -0.284, 0.730)
H (3.373, -0.591, -0.972)
H (3.193, 1.595, -1.523)
H (4.453, 2.078, -0.436)
H (2.853, 2.988, 0.894)
H (2.272, 1.338, 1.233)
H (1.287, 3.327, -0.857)
H (1.006, 1.623, -1.001)
H (-0.672, 3.340, 0.452)
H (0.339, 2.518, 1.668)
H (-0.926, 0.809, -0.451)
H (-0.355, 0.424, 1.143)
H (-2.394, 2.294, 1.593)
H (-2.519, 0.597, 1.904)
H (-4.268, 1.753, 0.432)
H (-3.096, 1.821, -0.839)
H (-4.448, 0.093, -1.291)
H (-5.016, -2.706, 0.808)
H (-6.026, -2.063, -0.525)
H (-3.511, -3.328, -0.819)
H (-3.460, -2.225, -3.401)
H (-2.505, -0.879, -1.803)

---

This record from the Open Molecules 2025 dataset describes a structure of composition C15H28AlBO7. The level of theory is the ωB97M-V functional and the def2-TZVPD basis.

## Properties
ΔE to the lowest compared entry with this formula, charge and spin = 23.2 kcal/mol
HOMO-LUMO gap = 0.1381 Ha
Net charge = +2

Element x y z (Å)
Al (-2.076, 0.124, 0.134)
B (-4.576, 1.704, 0.197)
H (-3.863, 2.314, 0.857)
H (-4.801, 0.657, 0.638)
H (-5.601, 2.229, 0.205)
H (-4.153, 1.484, -0.837)
O (0.205, 1.329, -1.190)
C (0.839, 1.827, -2.099)
O (1.570, 2.906, -1.904)
C (2.429, 3.249, -3.000)
C (1.974, 2.298, -4.136)
C (1.162, 1.228, -3.458)
H (3.441, 3.091, -2.634)
H (2.276, 4.256, -3.380)
H (2.848, 1.993, -4.711)
H (1.367, 2.856, -4.848)
H (1.632, 0.254, -3.319)
H (0.255, 1.019, -4.027)
O (-0.866, -1.324, 2.383)
C (-0.420, -1.377, 3.512)
O (-1.022, -0.742, 4.561)
C (-0.309, -1.032, 5.800)
C (0.617, -2.224, 5.462)
C (0.689, -2.296, 3.955)
H (-0.887, -1.313, 6.675)
H (0.373, -0.214, 6.031)
H (0.117, -3.095, 5.885)
H (1.570, -2.115, 5.975)
H (0.539, -3.333, 3.662)
H (1.682, -1.983, 3.631)
O (-1.304, -0.886, -2.385)
C (-0.961, -1.718, -3.208)
O (0.311, -2.126, -3.207)
C (0.479, -3.201, -4.172)
C (-0.922, -3.665, -4.402)
C (-1.767, -2.408, -4.252)
H (1.118, -4.019, -3.848)
H (0.893, -2.761, -5.080)
H (-1.284, -4.456, -3.750)
H (-1.029, -3.967, -5.445)
H (-2.729, -2.688, -3.823)
H (-1.920, -1.832, -5.163)
C (0.688, 2.123, 4.063)
C (0.656, 1.990, 2.553)
O (-0.314, 1.628, 1.919)
C (2.041, 1.988, 1.845)
H (0.776, 3.162, 4.383)
H (1.458, 1.484, 4.487)
H (-0.312, 1.810, 4.366)
H (2.497, 1.016, 2.053)
H (2.687, 2.747, 2.282)
H (1.928, 2.010, 0.764)

---

This record from the Open Molecules 2025 dataset describes a structure of composition C15H28AsBBrCl2CsF13ILiMgN4O5PS. The level of theory is the ωB97M-V functional and the def2-TZVPD basis.

## Properties
HOMO-LUMO gap = 0.0671 Ha

Element x y z (Å)
C (3.005, -3.605, -0.524)
C (1.466, -3.265, -0.982)
N (0.712, -2.753, 0.200)
I (-0.445, -4.196, 1.209)
C (0.637, -1.510, 0.724)
N (-0.273, -1.312, 1.916)
C (-0.024, 0.201, 2.093)
C (-0.859, 0.791, 3.355)
C (-2.338, 1.255, 2.821)
C (-3.455, 0.052, 2.747)
C (-3.985, -0.044, 1.164)
O (-2.868, -0.294, 0.211)
C (-3.200, 0.355, -1.091)
C (-2.680, 1.917, -1.359)
O (-3.895, -0.335, -2.026)
N (0.924, 0.778, 1.074)
C (1.340, 2.210, 0.949)
C (0.677, 3.313, 1.938)
C (0.910, 4.801, 1.210)
C (-0.419, 4.983, 0.212)
S (-0.355, 6.527, -0.846)
O (-0.006, 7.820, -0.048)
O (0.585, 6.361, -2.065)
Cl (-2.312, 6.854, -1.617)
N (1.357, -0.294, 0.251)
B (2.367, 0.020, -0.824)
C (2.054, 0.223, -2.425)
O (3.793, 0.193, -0.371)
H (3.072, -4.788, -0.386)
H (3.832, -3.290, -1.290)
H (3.152, -3.160, 0.560)
H (0.985, -4.307, -1.313)
H (1.395, -2.587, -1.962)
H (-0.323, 1.623, 3.986)
H (-1.040, -0.114, 4.108)
H (-2.238, 1.739, 1.747)
H (-2.733, 2.091, 3.542)
H (-4.392, 0.436, 3.378)
H (-3.077, -0.993, 3.139)
H (-4.441, 1.028, 0.914)
H (-4.796, -0.905, 1.027)
H (-1.540, 1.949, -1.051)
H (-2.795, 2.243, -2.487)
H (-3.345, 2.596, -0.676)
H (2.516, 2.254, 1.156)
H (1.221, 2.674, -0.146)
H (1.158, 3.322, 3.021)
H (-0.510, 3.220, 2.031)
H (1.015, 5.674, 1.982)
H (1.911, 4.682, 0.593)
H (-1.357, 5.011, 0.919)
H (-0.467, 4.013, -0.479)
H (0.931, -0.143, -2.603)
H (2.131, 1.378, -2.665)
H (2.835, -0.395, -3.068)
H (4.255, 0.885, -0.929)
F (5.916, -5.406, 2.739)
As (4.904, -6.797, 2.156)
F (6.411, -7.768, 1.858)
F (4.989, -6.147, 0.461)
F (3.892, -8.188, 1.572)
F (3.397, -5.827, 2.453)
F (4.820, -7.448, 3.850)
Cl (4.304, -3.431, -3.011)
Mg (4.904, -9.248, 2.572)
F (-6.059, 2.621, -5.591)
P (-4.696, 1.940, -5.265)
F (-4.407, 2.939, -6.425)
F (-5.126, 1.928, -3.767)
F (-3.525, 2.604, -4.479)
F (-3.646, 0.983, -5.906)
F (-5.411, 0.564, -5.422)
Cs (-1.759, -5.823, 3.313)
Br (3.041, -1.981, -4.417)
Li (3.341, -3.850, 3.282)
F (-5.359, 1.154, -0.918)

---

This record from the Open Molecules 2025 dataset describes a structure of composition C15H28AsN4O3SSi2Zn. The level of theory is the ωB97M-V functional and the def2-TZVPD basis.

## Properties
ΔE to the lowest compared entry with this formula, charge and spin = 5.3 kcal/mol
HOMO-LUMO gap = 0.2669 Ha
Net charge = -1

Element x y z (Å)
Zn (1.615, -0.101, 0.258)
N (1.491, -0.393, 2.691)
C (0.852, -1.686, 2.943)
C (0.906, -2.616, 1.702)
O (0.686, -3.811, 1.890)
O (1.087, -2.045, 0.578)
H (2.498, -0.491, 2.720)
H (1.237, 0.293, 3.391)
H (-0.209, -1.517, 3.144)
H (1.273, -2.229, 3.793)
O (5.928, -0.552, 0.324)
S (4.489, -0.857, 0.215)
N (3.544, 0.282, 0.282)
C (-1.233, 4.230, 1.711)
Si (-0.232, 2.617, 1.917)
C (1.487, 3.182, 2.503)
C (-0.994, 1.688, 3.396)
As (-0.103, 1.559, -0.158)
Si (-2.080, 0.317, -0.078)
C (-2.478, -0.259, -1.845)
C (-2.265, -1.182, 1.065)
C (-3.498, 1.516, 0.365)
H (-1.360, 4.785, 2.644)
H (-2.225, 4.014, 1.306)
H (-0.724, 4.878, 0.993)
H (1.437, 3.786, 3.412)
H (1.971, 3.778, 1.724)
H (2.135, 2.324, 2.695)
H (-1.014, 2.303, 4.299)
H (-0.415, 0.787, 3.614)
H (-2.017, 1.371, 3.179)
H (-1.662, -0.869, -2.234)
H (-2.595, 0.603, -2.507)
H (-3.391, -0.857, -1.896)
H (-1.497, -1.924, 0.838)
H (-3.241, -1.662, 0.959)
H (-2.139, -0.894, 2.113)
H (-3.370, 2.437, -0.210)
H (-3.468, 1.783, 1.425)
H (-4.489, 1.110, 0.149)
N (2.022, -0.078, -4.093)
C (2.368, 0.131, -2.790)
N (1.874, -0.761, -1.988)
C (1.159, -1.637, -2.786)
C (0.449, -2.785, -2.443)
C (-0.215, -3.446, -3.458)
C (-0.166, -2.996, -4.785)
C (0.561, -1.876, -5.144)
C (1.227, -1.208, -4.124)
H (2.257, 0.512, -4.868)
H (2.992, 0.953, -2.470)
H (0.428, -3.109, -1.409)
H (-0.797, -4.329, -3.228)
H (-0.708, -3.537, -5.551)
H (0.613, -1.530, -6.170)

---

This record from the Open Molecules 2025 dataset describes a structure of composition C15H28Br12O19S5. The level of theory is the ωB97M-V functional and the def2-TZVPD basis.

## Properties
ΔE to the lowest compared entry with this formula, charge and spin = 106.9 kcal/mol
HOMO-LUMO gap = 0.3390 Ha

Element x y z (Å)
O (-1.595, 0.696, -3.539)
S (-1.877, 2.123, -3.537)
O (-0.865, 3.096, -3.970)
O (-3.249, 2.372, -4.416)
C (-3.389, 1.980, -5.772)
C (-4.559, 1.042, -5.982)
C (-2.519, 2.523, -1.825)
H (-2.441, 1.520, -6.051)
H (-3.267, 2.856, -6.409)
H (-4.346, 0.157, -5.384)
H (-4.465, 0.729, -7.022)
H (-5.557, 1.456, -5.837)
H (-3.313, 1.801, -1.634)
H (-2.852, 3.547, -1.658)
H (-1.626, 2.176, -1.306)
C (1.823, -3.518, 4.768)
Br (0.975, -5.204, 5.500)
Br (3.697, -3.482, 5.153)
Br (1.080, -1.789, 5.503)
H (1.754, -3.391, 3.688)
C (3.072, 1.982, -0.585)
Br (5.057, 1.515, -0.652)
Br (2.238, 2.137, -2.371)
Br (2.882, 3.628, 0.490)
H (2.667, 1.162, 0.008)
C (1.354, 0.366, -5.890)
Br (1.015, -0.741, -4.309)
Br (1.699, -0.643, -7.461)
Br (2.697, 1.742, -5.654)
H (0.464, 0.954, -6.114)
C (-1.362, -6.379, 1.167)
Br (-0.587, -7.903, 2.142)
Br (-2.013, -5.008, 2.465)
Br (-2.563, -6.954, -0.165)
H (-0.553, -6.063, 0.508)
C (0.007, -1.554, -1.029)
C (-0.565, -2.699, -0.172)
O (-0.274, -2.251, 1.098)
S (0.935, -1.156, 1.235)
O (2.159, -1.781, 1.723)
O (0.399, -0.006, 1.978)
O (1.000, -0.965, -0.352)
H (-0.734, -0.861, -1.426)
H (0.578, -1.930, -1.878)
H (-0.204, -3.704, -0.393)
H (-1.648, -2.824, -0.159)
C (-0.446, 3.120, 3.663)
C (0.253, 4.309, 4.396)
O (-0.007, 3.991, 5.735)
S (-1.436, 3.270, 5.903)
O (-2.608, 4.016, 5.414)
O (-1.769, 2.464, 6.983)
O (-1.013, 2.293, 4.606)
H (0.157, 2.559, 2.950)
H (-1.175, 3.659, 3.058)
H (-0.286, 5.244, 4.247)
H (1.331, 4.352, 4.239)
C (-2.515, -0.585, 4.233)
C (-3.678, 0.362, 4.427)
O (-3.697, 0.636, 5.833)
S (-3.280, -0.738, 6.718)
O (-4.448, -1.530, 7.112)
O (-2.348, -0.392, 7.780)
O (-2.559, -1.391, 5.388)
H (-1.542, -0.093, 4.206)
H (-2.624, -1.267, 3.390)
H (-4.609, -0.017, 4.006)
H (-3.459, 1.214, 3.782)
C (5.643, -0.121, -4.929)
C (6.316, 0.284, -3.557)
O (5.796, -0.609, -2.617)
S (4.686, -1.705, -3.174)
O (3.387, -1.798, -2.476)
O (5.360, -3.009, -3.353)
O (4.560, -0.882, -4.593)
H (6.237, -0.676, -5.655)
H (5.105, 0.674, -5.446)
H (6.133, 1.299, -3.205)
H (7.405, 0.312, -3.538)

---

This record from the Open Molecules 2025 dataset describes a structure of composition C15H28F6Li3N3O27S6. The level of theory is the ωB97M-V functional and the def2-TZVPD basis.

## Properties
HOMO-LUMO gap = 0.3402 Ha

Element x y z (Å)
Li (-0.023, -0.365, -1.501)
Li (-1.380, -1.517, 0.867)
Li (2.022, 0.144, -5.998)
N (3.234, 0.187, -4.480)
S (2.945, -0.959, -3.263)
O (1.667, -1.154, -2.695)
O (4.079, -1.432, -2.572)
F (3.042, -2.127, -4.411)
S (3.505, 1.372, -3.469)
O (4.844, 1.452, -2.878)
O (2.368, 1.718, -2.585)
F (3.625, 2.478, -4.639)
N (0.065, 0.400, -6.257)
S (-0.164, 2.051, -5.843)
O (0.806, 2.550, -4.885)
O (-1.427, 2.769, -5.988)
F (0.602, 2.585, -7.134)
S (-0.999, 0.087, -5.160)
O (-2.387, 0.135, -5.617)
O (-0.642, 0.311, -3.757)
F (-0.808, -1.483, -5.448)
N (-1.273, -1.728, -1.180)
S (-2.880, -1.559, -1.770)
O (-3.958, -2.032, -0.969)
O (-3.163, -1.366, -3.203)
F (-2.818, 0.006, -1.323)
S (-1.291, -3.083, -1.898)
O (-0.799, -3.214, -3.241)
O (-2.128, -4.218, -1.366)
F (0.012, -3.621, -1.091)
C (4.214, 1.269, 1.391)
C (4.569, 0.322, 0.274)
O (3.322, -0.058, -0.234)
C (2.283, 0.253, 0.507)
O (1.155, -0.167, 0.330)
O (2.822, 0.925, 1.618)
H (4.270, 2.330, 1.146)
H (4.844, 1.043, 2.251)
H (5.094, -0.555, 0.653)
H (5.170, 0.948, -0.385)
C (1.255, 3.536, 0.459)
O (0.168, 3.931, -0.361)
C (-0.516, 2.997, -1.148)
O (-0.385, 1.811, -1.142)
O (-1.422, 3.689, -1.747)
C (-2.354, 3.086, -2.617)
H (1.952, 2.885, -0.068)
H (0.752, 2.952, 1.231)
H (1.773, 4.270, 1.076)
H (-1.875, 3.043, -3.595)
H (-3.153, 3.825, -2.677)
H (-2.776, 2.126, -2.321)
C (2.625, -3.500, 1.163)
O (2.171, -3.129, 2.421)
C (0.923, -2.634, 2.667)
O (0.039, -2.580, 1.832)
O (0.754, -2.302, 3.967)
C (1.897, -2.259, 4.862)
H (1.943, -3.891, 0.409)
H (3.174, -4.424, 1.347)
H (3.265, -2.753, 0.694)
H (2.322, -1.265, 4.720)
H (2.629, -3.035, 4.640)
H (1.785, -2.575, 5.899)
C (-0.049, 1.050, 4.143)
O (-0.966, 1.972, 3.461)
C (-1.580, 1.521, 2.282)
O (-1.374, 0.406, 1.756)
O (-2.355, 2.397, 1.660)
C (-2.692, 3.701, 2.213)
H (0.920, 0.949, 3.654)
H (-0.206, -0.028, 4.188)
H (0.218, 1.452, 5.120)
H (-1.849, 4.390, 2.163)
H (-3.060, 3.603, 3.234)
H (-3.433, 4.314, 1.700)
C (-2.507, -3.713, 4.207)
O (-3.487, -2.812, 4.177)
C (-3.613, -2.015, 3.112)
O (-2.984, -2.071, 2.052)
O (-4.799, -1.298, 3.362)
C (-5.152, -0.242, 2.545)
H (-2.508, -4.212, 5.176)
H (-1.468, -3.434, 4.034)
H (-2.630, -4.537, 3.503)
H (-5.413, -0.522, 1.525)
H (-4.297, 0.403, 2.341)
H (-6.076, 0.227, 2.882)

---

Maximum force: 0.008, 0.053, 0.104, 0.183, 0.017, 0.119, 0.261 (Eh/bohr)
Calculated total energy: -68838.657, -43246.717, -37592.335, -258542.750, -163965.992, -949587.507, -157689.186 (eV)